(1)
This record from OMol25 describes a structure of composition C21H23IN3O7P2Ru in a non-equilibrium geometry. The level of theory is ωB97M-V with the def2-TZVPD basis set.

Geometry as ORCA input:
```
! RIJCOSX wB97M-V def2-TZVPD def2/J DEFGRID3
* xyz 1 1
Ru 0.558 0.167 -0.532
C -1.105 3.482 1.641
C -0.456 2.639 0.737
N -0.448 1.321 0.892
C -1.091 0.779 1.937
C -1.766 1.539 2.884
C -1.755 2.936 2.717
C -2.445 0.867 3.957
C -2.438 -0.478 4.042
C -1.733 -1.273 3.073
C -1.680 -2.677 3.106
C -0.960 -3.350 2.154
C -0.293 -2.623 1.163
N -0.346 -1.307 1.098
C -1.052 -0.635 2.035
H -1.091 4.551 1.472
H 0.046 3.035 -0.133
H -2.263 3.565 3.440
H -2.970 1.466 4.692
H -2.964 -0.986 4.843
H -2.208 -3.214 3.887
H -0.897 -4.430 2.157
H 0.300 -3.127 0.411
O 2.444 -0.658 -4.320
P 1.711 0.260 -3.261
O 2.160 1.651 -3.170
O 1.816 -0.548 -1.920
O 0.166 0.164 -3.708
P -0.804 1.401 -3.238
O -2.227 0.771 -3.605
O -0.586 2.677 -3.908
O -0.712 1.343 -1.678
H 2.968 -0.136 -4.951
H -2.637 1.333 -4.283
I -4.790 -1.791 -2.330
C -2.742 -2.118 -2.310
C -2.151 -3.083 -3.108
C -0.777 -3.263 -3.034
C -0.037 -2.472 -2.185
N -0.616 -1.536 -1.422
C -1.942 -1.352 -1.480
H -2.749 -3.686 -3.779
H -0.283 -4.019 -3.628
H 1.034 -2.572 -2.107
H -2.371 -0.595 -0.839
C 3.425 1.930 -0.299
C 2.827 1.442 1.018
C 3.917 1.271 2.083
C 2.099 0.111 0.907
H 4.001 2.842 -0.134
H 2.676 2.156 -1.058
H 4.092 1.176 -0.722
H 2.135 2.201 1.393
H 4.645 0.517 1.772
H 3.500 0.975 3.049
H 4.442 2.219 2.213
H 1.681 -0.182 1.865
H 2.740 -0.673 0.502
*
```

Orbital gap (spin up / spin down) in eV: 7.0 / 7.3
Energy relative to the best compared isomer or geometry (same formula, charge and spin) in eV: 0.000
LUMO (spin up / spin down) in hartree: -0.1845 / -0.1738
Electronic energy in a.u.: -2580.30600



(2)
This record from OMol25 describes a structure of composition C43H41BrCsIN8O3 in a non-equilibrium geometry. The level of theory is ωB97M-V with the def2-TZVPD basis set.

Geometry as ORCA input:
```
! RIJCOSX wB97M-V def2-TZVPD def2/J DEFGRID3
* xyz 0 1
Cs -0.324 0.832 -0.504
C -5.745 -4.389 2.250
C -4.636 -3.398 2.026
C -4.048 -2.731 3.050
C -2.977 -1.798 2.858
C -2.609 -1.074 3.983
N -1.567 -0.292 4.245
C -0.237 -0.307 3.657
C 0.786 -0.764 4.702
C 2.219 -0.623 4.184
N 2.408 -1.340 2.946
C 2.967 -2.518 2.807
C 3.020 -3.186 1.584
C 3.676 -4.442 1.498
C 3.765 -5.121 0.321
C 4.470 -6.446 0.198
C 3.165 -4.534 -0.822
C 2.498 -3.338 -0.816
C 1.923 -2.845 -2.068
N 1.222 -1.803 -2.170
C 0.714 -1.428 -3.461
C -0.752 -1.845 -3.637
C -1.789 -1.065 -2.823
N -1.831 -1.421 -1.429
C -2.892 -1.932 -0.977
C -3.181 -2.233 0.428
C -4.192 -3.102 0.708
C -2.489 -1.514 1.501
O -1.637 -0.652 1.267
C 2.402 -2.573 0.416
O 1.846 -1.452 0.482
H -5.944 -4.510 3.314
H -5.488 -5.366 1.836
H -6.670 -4.062 1.768
H -4.382 -2.915 4.067
H -3.310 -1.120 4.813
H -1.632 0.250 5.091
H 0.017 0.692 3.292
H -0.238 -0.975 2.805
H 0.592 -1.807 4.962
H 0.683 -0.167 5.614
H 2.917 -0.995 4.936
H 2.439 0.431 4.001
H 2.016 -0.995 2.046
H 3.405 -2.980 3.690
H 4.114 -4.849 2.405
H 4.736 -6.841 1.177
H 5.386 -6.351 -0.391
H 3.832 -7.173 -0.308
H 3.239 -5.074 -1.762
H 2.162 -3.467 -2.949
H 1.289 -1.894 -4.279
H 0.798 -0.342 -3.541
H -0.842 -2.910 -3.404
H -0.998 -1.719 -4.695
H -2.774 -1.219 -3.293
H -1.550 0.003 -2.865
H -3.731 -2.167 -1.657
H -4.705 -3.582 -0.121
Br -5.936 6.014 1.401
C -4.702 4.816 0.566
C -5.192 3.763 -0.224
C -4.313 2.912 -0.824
C -2.881 3.029 -0.698
O -2.118 2.218 -1.278
C -2.421 4.126 0.131
C -1.043 4.446 0.329
N -0.020 3.837 -0.161
C 1.223 4.430 -0.111
C 1.395 5.799 -0.258
C 2.666 6.391 -0.278
C 3.796 5.627 -0.188
C 3.679 4.226 -0.066
C 4.808 3.380 -0.003
C 4.638 2.029 0.108
C 3.327 1.522 0.176
N 2.253 2.271 0.129
C 2.397 3.612 -0.010
C -3.360 4.989 0.736
H -6.260 3.643 -0.350
H -4.672 2.098 -1.444
H -0.877 5.320 0.980
H 0.520 6.418 -0.403
H 2.744 7.466 -0.387
H 4.781 6.076 -0.222
H 5.797 3.820 -0.056
H 5.484 1.356 0.145
H 3.157 0.452 0.261
H -2.996 5.813 1.338
I 2.203 3.888 -7.279
C 0.877 2.730 -6.177
C 0.097 1.711 -6.666
N -0.589 1.241 -5.601
N -0.300 1.883 -4.467
C 0.597 2.792 -4.797
H -0.021 1.319 -7.661
H -1.278 0.511 -5.583
H 1.001 3.468 -4.061
*
```

Orbital gap in eV: 5.8
LUMO in hartree: -0.0160
Electronic energy in a.u.: -5218.75392



(3)
This record from OMol25 describes a structure of composition C41H32AsN5O3Tb in a non-equilibrium geometry. The level of theory is ωB97M-V with the def2-TZVPD basis set.

Geometry as ORCA input:
```
! RIJCOSX wB97M-V def2-TZVPD def2/J DEFGRID3
* xyz 1 7
Tb -0.528 1.514 -0.776
C -4.165 0.844 3.016
C -4.351 1.472 1.803
C -3.299 2.209 1.208
C -2.042 2.213 1.735
C -1.843 1.462 2.980
C -2.894 0.778 3.551
N -0.909 2.794 1.115
C -0.450 3.991 1.715
C -0.993 4.574 2.890
C -0.490 5.751 3.439
C 0.590 6.453 2.806
C 1.095 5.868 1.690
C 0.635 4.658 1.073
N 1.192 4.442 -0.134
N 0.792 3.554 -0.932
C 1.652 3.291 -2.079
C 2.553 4.212 -2.657
C 3.304 3.717 -3.711
C 3.158 2.391 -4.115
C 2.198 1.592 -3.491
N 1.444 2.003 -2.469
H -4.897 0.160 3.546
H -5.319 1.564 1.293
H -3.549 2.695 0.260
H -0.841 1.326 3.360
H -2.613 0.075 4.328
H -1.841 4.136 3.376
H -0.964 6.083 4.290
H 1.056 7.448 3.059
H 1.751 6.551 1.159
H 2.705 5.149 -2.168
H 4.045 4.394 -4.182
H 3.745 1.930 -4.919
H 2.040 0.629 -3.913
O -3.608 0.765 -3.673
C -2.871 0.719 -2.719
O -1.797 1.446 -2.543
C -3.110 -0.319 -1.665
C -4.035 -1.326 -1.931
C -4.211 -2.331 -1.002
C -3.439 -2.309 0.183
C -2.676 -1.173 0.377
N -2.445 -0.230 -0.504
H -4.611 -1.147 -2.873
H -4.902 -3.108 -1.177
H -3.459 -3.151 0.842
H -1.985 -1.177 1.360
O 0.778 -0.202 -0.383
As 1.153 -1.815 -0.199
C 0.423 -2.643 -1.749
C -0.399 -1.917 -2.586
C -1.010 -2.596 -3.633
C -0.866 -3.922 -3.876
C -0.049 -4.680 -2.998
C 0.629 -4.043 -1.977
C 0.603 -2.613 1.455
C 1.098 -2.036 2.645
C 0.684 -2.483 3.942
C -0.178 -3.623 3.899
C -0.691 -4.146 2.776
C -0.324 -3.696 1.509
C 3.059 -1.992 -0.198
C 3.913 -0.902 -0.490
C 5.261 -1.082 -0.448
C 5.774 -2.367 -0.210
C 4.901 -3.432 0.190
C 3.568 -3.257 0.174
H -0.454 -0.872 -2.497
H -1.644 -1.999 -4.280
H -1.413 -4.424 -4.622
H 0.153 -5.713 -3.212
H 1.271 -4.504 -1.263
H 1.878 -1.239 2.589
H 1.120 -2.003 4.847
H -0.419 -4.111 4.842
H -1.404 -5.040 2.808
H -0.684 -4.087 0.532
H 3.489 0.074 -0.682
H 5.887 -0.209 -0.492
H 6.845 -2.539 -0.086
H 5.356 -4.419 0.401
H 2.875 -4.044 0.454
*
```

Orbital gap (spin up / spin down) in eV: 6.9 / 6.9
LUMO (spin up / spin down) in hartree: -0.1146 / -0.1146
Electronic energy in a.u.: -5141.10789



(4)
This record from OMol25 describes a cluster of 2 separate species, H2N4O2 in total in a non-equilibrium geometry. The level of theory is ωB97M-V with the def2-TZVPD basis set.

Geometry as ORCA input:
```
! RIJCOSX wB97M-V def2-TZVPD def2/J DEFGRID3
* xyz 0 1
O 1.305 -0.532 1.266
N 0.168 -0.499 0.569
N -0.032 0.254 -0.341
O 1.011 1.159 -0.675
H 1.938 0.133 0.927
H 0.668 1.673 -1.414
N -2.088 -1.281 -0.435
N -2.970 -0.905 0.104
*
```

Orbital gap in eV: 11.6
Energy relative to the best compared isomer or geometry (same formula, charge and spin) in eV: 0.180
LUMO in hartree: 0.0217
Electronic energy in a.u.: -370.61752